{
  "formula": "C12H17N",
  "method": "the ωB97M-V functional and the def2-TZVPD basis",
  "smiles": "Cc1c[nH]c2ccccc12.CCC",
  "e_homo_ev": -7.82,
  "lumo_ev": 0.883,
  "symbols": ["C", "C", "C", "C", "C", "C", "C", "C", "C", "N", "H", "H", "H", "H", "H", "H", "H", "H", "H", "C", "C", "C", "H", "H", "H", "H", "H", "H", "H", "H"],
  "positions_angstrom": [[-3.445240, -1.782891, 1.547252], [-0.322763, 0.256326, 1.286987], [-1.671435, 0.058798, 0.893965], [-2.166705, -0.995007, 1.712932], [-1.127680, -1.485092, 2.452813], [-0.214531, 2.154734, -0.167619], [0.432117, 1.271053, 0.682093], [-1.600682, 2.022376, -0.442408], [-2.323255, 0.986169, 0.039534], [0.039098, -0.833121, 2.047798], [0.499354, 2.812890, -0.648263], [1.494605, 1.269105, 0.837520], [-1.905303, 2.797442, -1.133542], [-3.364208, 0.985381, -0.242683], [0.873823, -1.003059, 2.583579], [-1.153164, -2.269657, 3.184575], [-3.554393, -2.570323, 2.322276], [-3.395463, -2.334034, 0.613576], [-4.358175, -1.204478, 1.717836], [3.345029, -0.871439, -2.657186], [4.023336, 0.041434, -1.658219], [2.858547, -0.130119, -3.889760], [4.122686, -1.554234, -3.013580], [2.529849, -1.502160, -2.311445], [3.324730, 0.422037, -0.898925], [3.740741, 0.223509, -4.431409], [2.308622, -0.714184, -4.626350], [4.548353, 0.889920, -2.094643], [4.781366, -0.473789, -1.053066], [2.206342, 0.732192, -3.669011]],
  "forces_ev_per_angstrom": [[-0.131, -0.112, 1.348], [-0.111, -0.411, -1.731], [-0.513, 1.077, 0.881], [-0.535, -1.810, 0.203], [-0.008, 0.698, -1.382], [0.947, -1.246, 0.820], [-0.525, -0.540, 0.133], [2.325, 1.455, -0.857], [0.014, -0.244, 0.393], [-0.473, -0.100, 1.761], [-0.735, 0.576, -0.264], [0.366, 0.377, 0.023], [-0.947, -0.274, 0.021], [-0.224, -0.630, 0.254], [0.216, 0.634, -0.261], [0.275, -0.225, -0.023], [0.498, 0.363, -0.240], [-0.480, 0.267, -0.344], [0.064, 0.137, -0.749], [0.429, -0.379, -1.137], [-0.173, -0.038, 1.520], [-0.007, 0.816, -0.550], [-0.164, -0.230, -0.002], [0.066, 0.129, 0.728], [-0.013, 0.183, -0.370], [-0.126, 0.339, 0.019], [-0.049, -0.441, 0.247], [-0.197, 0.009, -0.329], [-0.128, -0.163, -0.246], [0.340, -0.217, 0.135]]
}

***

{
  "formula": "C31H53BrNP3Zn",
  "method": "the ωB97M-V functional and the def2-TZVPD basis",
  "charge": 2,
  "e_homo_ev": [-12.21, -12.11],
  "lumo_ev": [-9.469, -9.587],
  "symbols": ["C", "C", "C", "C", "N", "C", "C", "C", "C", "C", "C", "C", "C", "C", "Zn", "P", "H", "H", "H", "H", "H", "H", "H", "H", "C", "C", "H", "H", "H", "H", "H", "C", "C", "H", "H", "H", "H", "H", "C", "C", "H", "H", "H", "H", "H", "Br", "P", "C", "C", "H", "H", "H", "H", "H", "C", "C", "H", "H", "H", "H", "H", "C", "C", "H", "H", "H", "H", "H", "C", "C", "P", "C", "C", "C", "C", "H", "H", "H", "H", "H", "H", "H", "H", "H", "H", "H", "H", "H", "H", "H"],
  "positions_angstrom": [[-0.484566, 5.568487, -4.097090], [-0.728225, 4.321364, -4.732602], [-1.002175, 4.339438, -6.129419], [-1.190861, 5.582606, -6.752350], [-1.045651, 6.734418, -6.100331], [-0.688551, 6.752774, -4.817429], [-0.758854, 3.090467, -3.955447], [-0.882417, 2.559053, -2.778789], [-1.157820, 2.527241, -1.380289], [-0.076814, 2.402644, -0.480139], [-0.174661, 1.437272, 0.534484], [-1.331530, 0.642054, 0.614835], [-2.524048, 1.104086, 0.023294], [-2.448871, 2.068421, -0.969100], [-0.859109, 1.059422, -4.127129], [2.144976, -1.652255, 0.511157], [-1.178468, 3.421388, -6.695541], [-0.240922, 5.608508, -3.040132], [-1.502887, 5.652704, -7.802408], [-0.590450, 7.732415, -4.337577], [-3.335389, 2.367971, -1.544880], [0.848388, 2.956433, -0.664648], [-3.447414, 0.610111, 0.308801], [0.636097, 1.208738, 1.223902], [2.382549, -3.260649, 1.400797], [3.320795, -4.329183, 0.841321], [1.365341, -3.674046, 1.472684], [2.699458, -2.975113, 2.414089], [3.432784, -5.115474, 1.597502], [2.913569, -4.810380, -0.054981], [4.327024, -3.957031, 0.613966], [2.641377, -1.958436, -1.218094], [3.323687, -0.816482, -1.991443], [1.705362, -2.255467, -1.716542], [3.264755, -2.869565, -1.237802], [3.157985, -0.986324, -3.060907], [2.908345, 0.160826, -1.735924], [4.404176, -0.795494, -1.802528], [3.463387, -0.572816, 1.166678], [4.881831, -1.125220, 1.160542], [3.149411, -0.302685, 2.185192], [3.401020, 0.337658, 0.556166], [5.560157, -0.313886, 1.444093], [5.021766, -1.931836, 1.888403], [5.202695, -1.484069, 0.175152], [-1.192345, -1.218567, 0.914726], [-2.387718, -3.547080, -2.309296], [-0.584104, -3.614250, -2.016179], [-0.092648, -5.055504, -2.174919], [-0.390913, -3.217215, -1.003371], [-0.127918, -2.955853, -2.779129], [0.995986, -5.087798, -2.318734], [-0.337130, -5.664923, -1.291426], [-0.556138, -5.516676, -3.058561], [-2.977182, -3.677860, -0.538568], [-4.430288, -4.121502, -0.337450], [-2.852937, -2.648259, -0.170415], [-2.288012, -4.345247, 0.011788], [-4.627844, -4.129545, 0.746473], [-5.136078, -3.411934, -0.783194], [-4.630374, -5.130756, -0.729231], [-2.599723, -1.756439, -2.679259], [-3.013529, -1.634464, -4.143142], [-1.637428, -1.240304, -2.500548], [-3.363645, -1.383112, -1.988167], [-3.384127, -0.621815, -4.368981], [-2.155590, -1.830543, -4.801333], [-3.798379, -2.362428, -4.370090], [2.277473, 0.364910, 5.116096], [0.762223, 0.473178, 5.285346], [-0.062984, 1.083598, 3.764367], [-1.840659, 1.280718, 4.180896], [-2.143315, 1.808861, 5.579774], [0.531520, 2.824965, 3.582004], [0.625528, 3.695168, 4.822373], [2.559955, -0.349355, 4.333901], [2.723448, -0.005695, 6.042609], [2.744769, 1.331622, 4.890957], [0.327525, -0.516677, 5.512630], [0.508791, 1.167642, 6.094196], [-2.267232, 1.933965, 3.404821], [-2.298402, 0.290407, 4.019740], [-1.993493, 2.889276, 5.662962], [-3.198770, 1.624158, 5.802987], [-1.543243, 1.322303, 6.356580], [1.516126, 2.752949, 3.096012], [-0.148877, 3.287343, 2.852534], [1.232883, 3.257595, 5.623163], [1.105986, 4.636857, 4.532952], [-0.358475, 3.958218, 5.222573]],
  "forces_ev_per_angstrom": [[-0.434, -0.582, 0.189], [0.145, 0.842, -1.644], [-0.434, 0.120, 0.703], [0.185, -0.317, 0.422], [-0.042, 0.268, -0.075], [0.021, -0.824, -0.199], [-0.101, -1.343, 1.901], [-0.624, 4.722, 1.329], [0.186, -0.700, -2.128], [0.609, -1.545, 1.405], [0.840, 1.054, -0.438], [0.317, -0.776, -0.965], [-0.361, 0.574, -0.210], [-0.688, -1.073, 0.221], [-0.155, -1.397, -0.994], [-0.217, 0.548, 0.257], [0.128, 0.264, 0.238], [0.017, 0.003, -0.115], [0.252, -0.105, 0.462], [0.052, -0.417, -0.182], [0.398, -0.296, 0.257], [-0.201, -0.449, 0.083], [-0.044, 0.192, -0.262], [-0.029, 0.064, -0.419], [-0.159, 0.092, -0.183], [0.129, -0.234, 0.143], [0.269, -0.059, 0.234], [-0.203, -0.070, -0.139], [0.023, 0.075, -0.194], [0.086, 0.154, 0.094], [-0.258, 0.004, 0.024], [0.303, -0.900, -0.415], [-0.173, -0.426, 0.050], [0.304, 0.140, 0.005], [-0.037, 0.412, -0.213], [0.237, 0.134, 0.090], [-0.011, 0.063, 0.021], [-0.334, 0.099, -0.081], [0.087, -0.209, -0.083], [0.422, 0.311, 0.180], [0.119, 0.050, -0.223], [0.072, -0.006, 0.192], [0.115, -0.208, -0.010], [-0.104, 0.094, -0.168], [-0.158, 0.019, 0.203], [-0.489, 1.535, 0.817], [-0.203, -0.338, 0.768], [0.130, -0.178, -0.234], [0.363, -0.133, -0.010], [0.179, -0.006, -0.449], [-0.021, -0.255, 0.345], [-0.247, -0.036, 0.142], [0.030, 0.165, -0.324], [0.171, 0.049, 0.282], [-0.076, 0.157, -0.371], [0.075, -0.073, 0.348], [-0.130, -0.636, 0.116], [-0.208, 0.287, -0.281], [-0.081, -0.089, -0.377], [0.090, -0.181, -0.050], [0.101, 0.412, 0.076], [-0.273, -0.050, -0.094], [0.178, 0.565, -0.087], [0.116, 0.202, 0.218], [0.074, 0.223, -0.223], [-0.135, -0.078, -0.086], [-0.194, -0.198, 0.025], [0.081, 0.236, -0.215], [0.156, -0.117, 0.136], [-0.284, 0.088, 0.004], [0.214, -0.184, -0.629], [0.144, -0.153, 0.171], [-0.617, 0.085, 0.167], [0.005, -0.355, 0.034], [0.143, 0.650, 0.061], [-0.153, 0.165, 0.039], [-0.005, 0.103, -0.062], [-0.124, -0.170, 0.006], [0.127, 0.410, 0.017], [0.172, -0.313, 0.079], [0.059, -0.070, 0.145], [0.085, 0.244, 0.169], [0.030, -0.260, -0.057], [0.131, 0.035, 0.150], [-0.216, 0.058, -0.201], [-0.152, 0.082, 0.065], [0.141, -0.042, 0.035], [-0.169, 0.006, -0.195], [-0.032, -0.059, 0.212], [0.268, -0.142, -0.039]]
}

***

{
  "formula": "C2H6N2O3",
  "method": "the ωB97M-V functional and the def2-TZVPD basis",
  "smiles": "[H]/N=C\\NOC=O.O",
  "e_homo_ev": -10.55,
  "lumo_ev": 0.569,
  "symbols": ["C", "C", "H", "H", "H", "H", "H", "H", "N", "N", "O", "O", "O"],
  "positions_angstrom": [[0.625963, 1.984767, 0.695699], [-1.319153, -0.846013, 0.851627], [0.884129, -3.030457, -2.737226], [0.959732, -1.633272, -2.062521], [-0.897517, 2.111727, 1.725457], [1.621898, 2.302243, 0.424495], [0.426666, 0.464688, -0.570876], [-2.129656, -1.127113, 1.534721], [-0.056181, 2.638624, 1.485026], [0.340474, 0.649916, 0.384631], [1.256319, -2.165270, -2.828430], [-1.035107, 0.410138, 0.751809], [-0.677567, -1.759977, 0.345588]],
  "forces_ev_per_angstrom": [[0.721, -0.985, 0.462], [1.284, -4.570, -0.300], [-0.425, -0.641, 0.321], [0.119, -0.848, -0.536], [0.095, 0.450, 0.099], [0.163, 0.010, -0.621], [0.112, -0.578, -1.841], [-0.401, 0.871, -0.230], [-1.146, 1.708, 1.196], [-0.565, -0.201, 0.910], [0.271, 1.424, 0.294], [0.605, 1.790, -0.111], [-0.832, 1.568, 0.358]]
}

***

{
  "formula": "C3H5NO2",
  "method": "the ωB97M-V functional and the def2-TZVPD basis",
  "e_homo_ev": -10.35,
  "lumo_ev": 0.478,
  "symbols": ["O", "C", "C", "O", "C", "N", "H", "H", "H", "H", "H"],
  "positions_angstrom": [[0.469127, -0.052964, 1.873215], [-0.130795, -0.042672, 0.624449], [-0.486873, 1.199929, -0.163732], [0.031233, 0.549762, -1.360611], [0.512540, -0.526369, -0.640714], [1.109291, -1.574790, -0.974538], [-0.228325, -0.732838, 2.012323], [-1.053035, -0.706851, 0.754488], [-1.560712, 1.388245, -0.227439], [0.065478, 2.110067, 0.082200], [1.272072, -1.611517, -1.979641]],
  "forces_ev_per_angstrom": [[-1.198, -1.057, 0.055], [-1.414, -0.507, -1.031], [-0.138, 0.259, 0.002], [0.095, 0.071, -0.419], [0.190, -0.361, -0.265], [-0.187, 0.481, -0.066], [1.847, 0.175, 2.944], [0.480, 0.933, -0.988], [0.179, 0.148, -0.194], [0.015, -0.181, -0.035], [0.131, 0.039, -0.002]]
}

***

For the records above, the corresponding energy above the lowest of the compared OMol25 structures with the same formula, charge and spin values read 23.67 12.77 89.20 68.56 kcal per mole.
For the records above, the corresponding max |F| values read 0.056 0.096 0.092 0.068 Eh/bohr.